Entry 1:
ORCA calculation (wB97M-V/def2-TZVPD) on a structure of composition C28H59NO44S11.

Values from the calculation:
E_LUMO in eV: -0.468
E_HOMO in eV: -8.50
Frontier orbital gap in eV: 8.04

Structure (XYZ):
```
143
Properties=species:S:1:pos:R:3:lowdin_charge:R:1
C 0.56857 6.35126 0.26529 -0.07
C -0.52355 5.98448 1.28685 -0.26
N 0.06155 5.78324 2.63385 -0.15
C 1.01279 4.68668 2.64815 -0.22
C 0.58334 3.37128 1.93660 -0.05
C -1.15489 5.46740 3.45358 -0.25
C -1.97895 6.70325 3.75471 -0.09
H 0.13074 6.45046 -0.73516 0.05
H 1.29818 5.57715 0.02891 0.07
H 0.94594 7.32994 0.55688 0.08
H -1.24846 6.79621 1.29738 0.10
H -1.03375 5.07241 0.98126 0.08
H 1.95281 4.94582 2.16415 0.11
H 1.15474 4.44490 3.70297 0.11
H -0.42936 3.02552 2.17640 0.06
H 0.43821 3.53871 0.86424 0.06
H 1.25233 2.52656 2.08850 0.05
H -0.67098 5.17062 4.39270 0.11
H -1.78244 4.63638 3.12179 0.10
H -2.78729 6.81424 3.02336 0.06
H -1.42693 7.63413 3.58537 0.08
H -2.40341 6.85485 4.74584 0.07
C 1.69949 -3.82387 -2.06569 -0.16
C 2.11039 -5.24159 -2.47674 -0.13
O 3.54990 -5.16432 -2.41663 -0.17
S 3.88569 -4.44330 -1.02079 0.64
O 5.06429 -3.64119 -1.10908 -0.19
O 3.77769 -5.36701 0.06153 -0.23
O 2.60422 -3.46708 -1.00286 -0.19
H 0.66066 -3.75172 -1.75224 0.10
H 1.86833 -3.10500 -2.86748 0.12
H 1.90272 -5.45513 -3.51954 0.14
H 1.72903 -5.90826 -1.70251 0.12
C 3.56716 1.72655 -5.25822 -0.19
C 4.16739 2.80432 -4.37162 -0.16
O 4.39958 2.08109 -3.17732 -0.18
S 3.18598 1.04692 -2.83507 0.67
O 2.15618 1.66253 -2.05541 -0.22
O 3.79063 -0.11850 -2.26402 -0.21
O 2.76594 0.91303 -4.43084 -0.21
H 4.41301 1.08636 -5.53370 0.13
H 3.12097 2.15258 -6.15403 0.14
H 3.41578 3.57022 -4.15826 0.14
H 5.10307 3.19120 -4.76004 0.14
C -4.29989 1.59374 -4.29602 -0.14
C -2.93205 0.95312 -4.63817 -0.13
O -2.79938 -0.18379 -3.77589 -0.25
S -4.05792 -0.41139 -2.74571 0.68
O -3.86476 0.24207 -1.46335 -0.23
O -4.46821 -1.77887 -2.77584 -0.21
O -5.02716 0.53348 -3.67334 -0.20
H -4.90689 1.88291 -5.14747 0.14
H -4.20737 2.35638 -3.52481 0.10
H -2.09618 1.61033 -4.40944 0.13
H -2.89169 0.56075 -5.65204 0.13
C -0.46922 -0.46902 -1.44005 -0.15
C -0.75309 0.60074 -0.38888 -0.17
O -0.22989 0.09815 0.81963 -0.21
S -0.23490 -1.55159 0.81330 0.70
O -1.55843 -2.11134 0.90413 -0.20
O 0.83852 -2.03863 1.65227 -0.21
O 0.23499 -1.49480 -0.75180 -0.21
H 0.05961 -0.02463 -2.27998 0.12
H -1.34462 -0.98323 -1.83917 0.10
H -1.80638 0.84587 -0.22179 0.10
H -0.38364 1.58655 -0.67786 0.12
C 3.50104 -0.62126 1.29969 -0.15
C 2.75563 0.68069 1.48206 -0.18
O 3.67115 1.64158 2.01183 -0.20
S 5.20268 1.30750 1.59048 0.67
O 6.13926 1.57891 2.62294 -0.21
O 5.50675 1.83933 0.26168 -0.26
O 4.87584 -0.27652 1.48233 -0.19
H 3.42454 -1.04092 0.29598 0.11
H 3.16891 -1.41866 1.96147 0.11
H 1.81096 0.63513 2.01836 0.09
H 2.47491 1.14715 0.53179 0.11
C 1.84461 -6.59475 2.45579 -0.12
C 1.71642 -5.23968 1.88301 -0.22
O 2.29501 -4.36575 2.81658 -0.21
S 3.44054 -5.07553 3.70778 0.65
O 3.02760 -5.23170 5.07919 -0.24
O 4.68148 -4.41645 3.40685 -0.22
O 3.21285 -6.51832 3.00973 -0.20
H 1.89166 -7.42380 1.76154 0.13
H 1.19084 -6.74584 3.31505 0.14
H 0.67646 -4.92199 1.78013 0.12
H 2.17288 -5.18821 0.89091 0.08
C 1.05782 -1.98344 -5.25876 -0.15
C 0.79792 -3.33635 -6.02147 -0.15
O -0.19230 -4.05468 -5.31020 -0.21
S -1.16667 -3.02451 -4.46049 0.66
O -1.62078 -3.59344 -3.24264 -0.20
O -2.15769 -2.53641 -5.37818 -0.21
O 0.03585 -1.95654 -4.29376 -0.22
H 0.93496 -1.11194 -5.90488 0.13
H 2.08200 -1.86605 -4.90421 0.12
H 1.62930 -4.03980 -6.04299 0.13
H 0.48297 -3.14184 -7.04701 0.13
C -1.65887 -6.35485 -1.24416 -0.17
C -1.70712 -5.19891 -0.29924 -0.18
O -1.61035 -5.71681 1.03236 -0.20
S -1.82596 -7.35833 1.01163 0.68
O -2.86710 -7.78290 1.90129 -0.21
O -0.53887 -8.03102 1.11148 -0.25
O -2.33043 -7.36646 -0.49875 -0.18
H -0.64279 -6.64610 -1.52233 0.12
H -2.23033 -6.18410 -2.15287 0.14
H -2.67863 -4.70018 -0.33798 0.14
H -0.92631 -4.44502 -0.39416 0.10
C 2.53917 -1.76340 5.46587 -0.16
C 1.22639 -2.58569 5.37053 -0.14
O 0.23965 -1.67125 5.86900 -0.21
S 0.56580 -0.13920 5.57197 0.64
O 0.23390 0.75255 6.62905 -0.21
O 0.05810 0.18395 4.26365 -0.25
O 2.17884 -0.40870 5.61135 -0.17
H 3.07881 -1.99112 4.54494 0.12
H 3.12023 -2.12638 6.31058 0.14
H 1.18826 -3.35565 6.13486 0.13
H 0.93996 -2.87754 4.36340 0.11
C -4.31547 6.08410 -1.68498 -0.14
C -3.87438 5.92618 -0.21692 -0.15
O -2.97264 4.82825 -0.16714 -0.23
S -2.62935 4.21168 -1.63002 0.66
O -2.73421 2.78817 -1.67861 -0.23
O -1.45800 4.86105 -2.14284 -0.23
O -3.90590 4.89950 -2.41022 -0.20
H -3.88818 6.94831 -2.19262 0.13
H -5.39166 6.15055 -1.82381 0.13
H -4.75632 5.72535 0.38831 0.12
H -3.42222 6.83716 0.16908 0.13
C -2.86856 1.49487 2.72625 -0.16
C -4.10360 1.41354 3.60636 -0.15
O -5.16744 1.62865 2.68068 -0.19
S -4.74284 2.88523 1.73194 0.64
O -4.86901 4.10110 2.50811 -0.24
O -5.29990 2.83770 0.42357 -0.21
O -3.20637 2.42221 1.69458 -0.22
H -2.64387 0.55445 2.21591 0.12
H -1.95714 1.71300 3.28353 0.12
H -4.06560 2.18708 4.37598 0.13
H -4.34379 0.43296 4.00903 0.14
```

---

Entry 2:
ORCA calculation (wB97M-V/def2-TZVPD) on the molecule C4H12NOP.

Values from the calculation:
E_LUMO in eV: 0.789
E_HOMO in eV: -9.17
Frontier orbital gap in eV: 9.95
SMILES: CC(C)[P@@](C)(N)=O
ΔE to the lowest compared entry with this formula, charge and spin in kcal per mole: 29.4

Structure (XYZ):
```
19
Properties=species:S:1:pos:R:3:nbo_charge:R:1
C 1.23832 1.59141 0.08405 -0.63
C 0.93708 0.12693 -0.21866 -0.47
C 1.15196 -0.53289 -1.52721 -0.65
P -1.09314 -0.09725 0.07646 2.01
C -1.25214 -1.84287 0.55643 -1.04
N -1.46741 0.82444 1.45812 -1.18
O -1.94266 0.18987 -1.07350 -1.10
H 1.57356 1.68336 1.08400 0.21
H 2.05120 1.86661 -0.55957 0.21
H 0.35197 2.33222 -0.15804 0.21
H 1.35642 -0.41454 0.63639 0.20
H 2.20197 -0.24522 -1.95096 0.21
H 0.30818 -0.16316 -2.19874 0.24
H 1.03787 -1.64477 -1.39686 0.22
H -1.63084 -1.86490 1.60044 0.25
H -2.06751 -2.20412 -0.13665 0.27
H -0.25604 -2.31381 0.51130 0.24
H -0.60683 1.02519 2.00037 0.39
H -1.89194 1.68350 1.21264 0.40
```

---

Entry 3:
ORCA calculation (wB97M-V/def2-TZVPD) on a structure of composition C31H33BrCl2N7O5V.

Values from the calculation:
E_LUMO (alpha / beta) in eV: -2.449 / -2.656
Multiplicity: 4
E_HOMO (alpha / beta) in eV: -8.06 / -10.34
Frontier orbital gap (alpha / beta) in eV: 5.62 / 7.68
ΔE to the lowest compared entry with this formula, charge and spin in kcal per mole: 36.6
Expectation value of S²: 3.773
Charge: +1

Structure (XYZ):
```
80
Properties=species:S:1:pos:R:3:lowdin_charge:R:1
V -0.08417 1.34651 0.49598 1.09
O 1.31767 1.63133 2.38226 -0.10
C 2.68515 2.03819 2.40088 -0.14
C 3.18623 2.36940 1.01697 -0.27
C 4.45110 2.91086 0.81988 -0.01
C 4.87501 3.13736 -0.47598 -0.05
C 4.02996 2.81117 -1.52965 -0.04
C 2.78822 2.28309 -1.23280 -0.10
N 2.37433 2.07379 0.01736 0.07
H 0.75918 2.29142 2.80944 0.10
H 3.26621 1.19868 2.78584 0.13
H 2.82438 2.88424 3.07651 0.14
H 5.08469 3.14473 1.66615 0.12
H 5.85187 3.56188 -0.66636 0.11
H 4.32583 2.96755 -2.55728 0.11
H 2.08851 2.01363 -2.01716 0.12
Cl -5.07386 -0.09890 5.93993 0.69
C -3.93440 0.40629 4.73797 -0.66
C -3.96480 1.72872 4.28246 -0.10
C -3.07482 2.15249 3.32619 -0.57
Cl -3.09385 3.78500 2.76556 0.74
C -2.11916 1.27226 2.77088 -0.33
O -1.28803 1.68226 1.86932 -0.20
C -2.09772 -0.05260 3.26061 -0.12
C -1.10347 -0.98481 2.79254 -0.16
O -0.24317 -0.76912 1.94351 -0.04
C -3.01024 -0.47344 4.24185 -0.05
H -4.69114 2.42168 4.68442 0.12
H -1.14383 -1.98284 3.26232 0.14
H -2.97745 -1.49326 4.60489 0.12
N 2.63486 -1.25953 1.05918 0.08
C 2.58527 -1.66638 -0.34027 -0.29
C 2.65979 -3.18043 -0.59882 -0.14
C 1.61659 -4.02860 0.13393 -0.16
C 0.16749 -3.75892 -0.28851 -0.15
N -0.04129 -3.73976 -1.73249 0.10
C -0.24426 -4.77267 -2.51406 -0.45
N -0.28276 -4.58363 -3.83798 0.21
N -0.41941 -6.00890 -2.02661 0.22
C 1.40616 -1.02489 -1.07118 -0.57
O 1.10896 -1.43954 -2.20076 0.02
O 0.82640 -0.06523 -0.49657 -0.12
H 3.20489 -1.89788 1.60009 0.08
H 1.70372 -1.22661 1.46848 0.04
H 3.45226 -1.22924 -0.85191 0.15
H 3.64989 -3.52468 -0.28959 0.12
H 2.60210 -3.34785 -1.67549 0.11
H 1.67182 -3.83583 1.20884 0.11
H 1.86282 -5.08560 0.00231 0.11
H -0.14392 -2.77408 0.07062 0.10
H -0.51870 -4.47341 0.17285 0.12
H 0.26667 -2.85359 -2.17055 0.10
H -0.22914 -3.64788 -4.20536 0.13
H -0.53954 -5.32220 -4.46669 0.12
H -0.42176 -6.16959 -1.03642 0.11
H -0.69216 -6.76704 -2.62522 0.13
Br -4.03309 -3.95165 -2.92174 0.72
C -3.30733 -2.29517 -2.34413 -0.70
C -3.27954 -1.20953 -3.20342 -0.12
C -2.71884 -0.01252 -2.78596 -0.01
C -2.16081 0.11274 -1.50953 -0.25
C -2.22045 -0.99563 -0.66132 -0.02
C -2.79690 -2.18535 -1.06126 -0.14
N -1.52781 1.26562 -1.03746 -0.01
C -1.72011 2.43694 -1.62594 -0.08
C -1.02571 3.55233 -1.13131 -0.25
C -1.19875 4.86274 -1.63089 -0.01
C -0.53249 5.90155 -1.05167 -0.06
C 0.31978 5.64339 0.04685 -0.05
C 0.46987 4.35634 0.47381 -0.12
N -0.15905 3.30555 -0.09603 -0.02
H -3.68757 -1.29490 -4.20143 0.10
H -2.68997 0.80597 -3.49176 0.11
H -1.80719 -0.91306 0.33224 0.08
H -2.85006 -3.02586 -0.38043 0.10
H -2.41715 2.56958 -2.44523 0.12
H -1.87099 5.01754 -2.46432 0.12
H -0.65723 6.91042 -1.42035 0.11
H 0.84931 6.44103 0.54643 0.11
H 1.12713 4.12835 1.30254 0.11
```

---

Entry 4:
ORCA calculation (wB97M-V/def2-TZVPD) on a structure of composition C24H18CoN2O2.

Values from the calculation:
E_LUMO (alpha / beta) in eV: 4.974 / 4.975
Multiplicity: 4
E_HOMO (alpha / beta) in eV: 0.98 / 0.20
Frontier orbital gap (alpha / beta) in eV: 3.99 / 4.77
ΔE to the lowest compared entry with this formula, charge and spin in kcal per mole: 25.2
Expectation value of S²: 4.151
Charge: -2

Structure (XYZ):
```
47
Properties=species:S:1:pos:R:3:nbo_charge:R:1
Co -8.75106 1.36616 15.74891 0.90
C -7.36930 -1.31036 14.67282 -0.25
O -8.28764 -0.73757 15.60013 -0.54
C -8.94097 -1.53686 16.47847 0.33
C -8.92409 -2.95061 16.36835 -0.32
C -9.75594 -3.67958 17.24355 -0.31
C -10.61328 -3.01993 18.14103 -0.24
C -10.64722 -1.64897 18.25530 -0.28
C -9.86392 -0.86912 17.37721 0.09
N -9.95347 0.48890 17.32474 -0.47
N -10.90226 1.06897 18.04816 -0.33
C -10.81621 2.41162 18.18678 0.09
C -9.97302 3.23979 17.35716 0.35
O -8.85424 2.83659 16.85130 -0.78
C -10.31758 4.63568 17.16206 -0.26
C -11.23282 5.18183 17.98735 -0.24
C -11.90630 4.51130 19.02939 -0.07
C -12.79167 5.16785 19.99529 -0.21
C -13.45202 4.43693 20.96604 -0.28
C -13.31695 3.04910 21.01905 -0.29
C -12.46236 2.40672 20.09398 -0.13
C -11.74398 3.06339 19.11949 -0.10
H -6.78804 -2.23529 14.98475 0.16
H -6.70822 -0.48992 14.47119 0.23
H -7.88948 -1.63133 13.75133 0.17
H -8.24192 -3.50932 15.74982 0.20
H -9.74552 -4.76503 17.23975 0.18
H -11.28379 -3.56886 18.76800 0.18
H -11.21296 -1.04633 18.98123 0.23
H -9.79370 5.22797 16.42950 0.22
H -11.49472 6.21391 17.96881 0.18
H -12.98095 6.25468 19.95773 0.19
H -14.07014 4.98418 21.67120 0.18
H -13.90607 2.42229 21.73772 0.19
H -12.55152 1.31866 20.08947 0.20
C -8.03346 2.23467 14.42925 -0.47
C -7.41793 3.24874 13.67268 -0.19
C -7.50068 4.58459 14.20034 -0.29
C -7.22552 5.59769 13.34289 -0.20
C -6.70344 5.36968 12.01895 -0.43
C -6.58891 4.04777 11.58599 -0.20
C -6.94551 2.96638 12.37483 -0.33
H -7.69350 4.66444 15.26769 0.22
H -7.40290 6.60642 13.66584 0.17
H -6.44412 6.11737 11.29141 0.18
H -6.10904 3.75816 10.66498 0.17
H -6.61344 1.91029 12.17281 0.19
```

---

Entry 5:
ORCA calculation (wB97M-V/def2-TZVPD) on the ion CH5N2 with charge +1.

Values from the calculation:
E_LUMO in eV: -4.349
E_HOMO in eV: -16.72
Frontier orbital gap in eV: 12.37
SMILES: [H]/N=C\[NH3+]
ΔE to the lowest compared entry with this formula, charge and spin in kcal per mole: 51.3
Charge: +1

Structure (XYZ):
```
8
Properties=species:S:1:pos:R:3:nbo_charge:R:1
H -1.54435 -1.09834 -0.34915 0.37
N -1.64688 -0.13330 -0.03007 -0.45
C -0.61211 0.45183 0.18334 0.26
N 0.79181 -0.06278 0.00125 -0.71
H -0.46067 1.47452 0.31797 0.19
H 1.44741 0.60832 0.35232 0.45
H 1.06469 -0.33015 -0.89643 0.45
H 0.96010 -0.91011 0.42078 0.44
```